(1)
Here is C12H6NPtS6 as an isolated structure from OMol25. Energies are from ωB97M-V/def2-TZVPD.

Each line ends with the natural charge from an NBO analysis.
CARTESIAN COORDINATES (ANGSTROEM)
Pt 0.376 0.405 -0.235  0.505
S 3.461 3.682 -1.946  0.561
S 2.539 0.520 0.744  0.231
S 4.870 2.217 0.175  0.563
S 1.003 2.129 -1.586  0.358
S -3.799 -0.697 -1.136  0.513
S 6.229 4.381 -1.253  0.259
N -0.400 -1.133 0.904  -0.474
C -1.452 0.330 -1.020  -0.205
C -1.681 -1.453 0.604  0.221
C 3.249 1.720 -0.109  -0.407
C -2.233 -0.634 -0.456  -0.339
C -1.665 -3.157 2.281  -0.106
C 2.550 2.450 -1.165  -0.421
C 4.960 3.446 -1.072  -0.612
C -2.155 1.036 -2.035  -0.290
C -3.429 0.581 -2.197  -0.379
C -0.353 -2.821 2.581  -0.257
C 0.241 -1.803 1.870  0.078
C -2.331 -2.468 1.286  -0.223
H -4.181 0.928 -2.888  0.256
H 0.202 -3.335 3.352  0.246
H 1.262 -1.515 2.077  0.210
H -3.355 -2.703 1.026  0.242
H -1.747 1.846 -2.625  0.229
H -2.161 -3.952 2.822  0.241

Properties
- HOMO-LUMO gap: 4.9 eV
- ΔE to the lowest compared entry with this formula, charge and spin: 0.000 eV
- Total charge: +1
- Highest occupied orbital energy: -11.32 eV
- Molecular weight: 551.667 g/mol
- Maximum force: 0.63 eV/A

(2)
Here is a 2-piece molecular cluster, CH8N3 overall from OMol25. Energies are from ωB97M-V/def2-TZVPD.

Each line ends with the natural charge from an NBO analysis.
CARTESIAN COORDINATES (ANGSTROEM)
N -0.420 1.565 -0.020  -0.688
N 0.583 -0.561 -0.404  -0.300
N 0.009 -1.599 -0.915  -0.569
C -0.046 0.184 0.681  -0.035
H 0.416 2.086 -0.043  0.436
H -1.169 2.063 0.495  0.439
H 1.852 -1.048 0.758  0.088
H -0.970 -0.171 0.972  0.201
H -0.332 -2.454 -0.378  0.370
H -0.763 1.413 -0.930  0.437
H 0.414 0.562 1.516  0.223
H 0.426 -2.040 -1.731  0.399

Properties
- HOMO-LUMO gap (alpha / beta): 9.0 / 8.9 eV
- ΔE to the lowest compared entry with this formula, charge and spin: 6.234 eV
- Total charge: +1
- Highest occupied orbital energy (alpha / beta): -13.24 / -13.01 eV
- Molecular weight: 62.096 g/mol
- Maximum force: 6.09 eV/A

(3)
Here is C20H60N12O8 as an isolated structure from OMol25. Energies are from ωB97M-V/def2-TZVPD.

Each line ends with the Löwdin charge.
CARTESIAN COORDINATES (ANGSTROEM)
O 0.659 3.499 -3.677  -0.222
O -1.082 0.584 2.357  -0.114
O 1.252 -2.825 -1.594  0.164
O 2.299 -1.547 0.997  0.081
O 0.505 2.723 2.789  -0.147
O 0.208 0.740 -1.170  -0.004
O -0.711 -1.240 -3.333  0.067
O -0.099 -3.599 2.678  -0.210
N -0.588 0.167 -4.984  0.004
N -3.378 2.115 1.414  0.057
N 1.194 -1.024 -0.820  0.223
N 0.842 -2.835 -3.440  0.189
N 3.047 -3.351 -2.711  0.236
N 3.193 -2.689 -0.629  0.266
N -1.172 2.461 -1.855  0.188
N 0.109 2.442 5.969  0.023
N 0.205 -1.819 -5.190  0.133
N 1.039 0.219 0.984  -0.071
N -1.651 1.476 -0.110  0.167
N -1.113 -4.692 -0.705  0.051
C -4.936 0.268 1.976  -0.039
C -1.123 -2.424 0.169  -0.049
C 1.293 -3.495 2.757  -0.116
C -0.548 -3.800 0.205  -0.422
C 0.990 0.691 -3.310  -0.042
C -0.544 -4.515 1.645  -0.106
C -0.320 1.159 -3.956  -0.335
C -0.128 2.609 -4.551  -0.154
C 0.639 4.830 -4.182  -0.091
C 1.687 4.223 6.200  -0.082
C 0.708 3.551 5.190  -0.369
C -2.260 -0.023 1.829  -0.169
C -0.152 -0.386 2.576  -0.164
C 1.152 1.957 1.804  -0.182
C -3.508 0.870 2.146  -0.331
C 0.036 -1.951 -3.896  -0.737
C 1.568 -0.856 0.385  -0.638
C -0.847 1.412 -1.146  -0.484
C 2.450 -2.939 -1.706  -0.554
C 1.451 3.033 3.867  -0.140
H -0.063 -1.002 1.681  0.058
H 1.662 -3.085 1.817  0.061
H 1.446 -3.349 -4.065  0.099
H 1.548 -2.831 3.583  0.094
H -2.385 -1.049 2.174  0.135
H -0.985 -1.917 -0.786  0.088
H -0.506 2.025 5.285  0.052
H -5.756 0.905 1.647  0.071
H -1.301 1.030 0.726  0.077
H 1.056 4.846 6.834  0.069
H -1.157 -4.506 -1.697  0.075
H 1.331 1.214 -2.417  0.098
H 2.544 -3.994 -3.306  0.135
H -2.194 -0.153 0.749  0.103
H -2.356 2.187 0.021  0.055
H 0.392 1.560 1.131  0.051
H 2.135 3.756 3.423  0.114
H -4.264 2.448 1.059  0.081
H 1.242 0.282 1.971  0.001
H 0.452 -3.482 -0.092  0.114
H -2.106 -4.744 -0.532  0.078
H 2.263 4.992 5.685  0.060
H 0.660 -0.244 -2.858  0.053
H 0.822 -2.452 -5.678  0.131
H 1.754 -4.453 2.995  0.087
H -1.107 2.993 -4.838  0.120
H 0.687 -0.243 -1.211  -0.126
H -4.855 -0.602 1.324  0.069
H -2.097 2.862 -1.802  0.160
H -5.288 -0.221 2.884  0.071
H 1.807 2.579 1.194  0.135
H 2.616 -2.374 0.138  -0.069
H -0.359 -1.074 -5.573  0.023
H -3.436 1.234 3.171  0.129
H -2.195 -2.264 0.291  0.087
H 1.816 0.528 -4.003  0.104
H 0.797 0.090 2.822  0.098
H 0.488 0.849 0.418  0.062
H 1.603 5.318 -4.043  0.088
H 4.047 -3.226 -2.779  0.155
H -0.580 -0.762 -4.589  -0.073
H 1.445 -1.901 -1.254  -0.181
H 2.421 3.655 6.771  0.074
H -0.070 4.269 4.930  0.134
H -1.096 1.392 -3.228  0.093
H 0.587 4.882 -5.270  0.084
H 0.710 1.635 6.064  0.063
H 0.106 0.246 -5.714  0.091
H 0.868 -2.863 -2.430  -0.262
H 0.066 -5.419 1.628  0.113
H -0.298 -1.211 3.273  0.118
H -0.218 5.241 -3.647  0.095
H 2.056 2.161 4.114  0.113
H -1.541 -4.821 1.962  0.117
H 0.284 2.506 -5.555  0.113
H 1.802 1.221 2.277  0.102
H -0.624 -1.818 0.924  0.036
H -0.436 2.648 -2.521  0.077
H 4.198 -2.589 -0.638  0.140
H -2.799 2.074 0.587  -0.069

Properties
- HOMO-LUMO gap: 7.7 eV
- ΔE to the lowest compared entry with this formula, charge and spin: 42.345 eV
- Total charge: 0
- Highest occupied orbital energy: -7.32 eV
- Molecular weight: 596.776 g/mol
- Maximum force: 17.01 eV/A

(4)
Here is C35H57BrF7N3O13S as an isolated structure from OMol25. Energies are from ωB97M-V/def2-TZVPD.

Each line ends with the Löwdin charge.
CARTESIAN COORDINATES (ANGSTROEM)
Br -5.246 -1.290 -1.315  1.002
S -5.222 0.595 -3.599  0.626
F -1.427 0.322 -4.541  0.183
F -7.508 3.529 -3.417  0.091
F -0.157 -1.094 -1.607  0.144
F 0.010 -1.764 -3.668  0.151
F -2.409 -1.099 -3.206  0.144
F -1.063 1.412 -1.498  0.119
F -2.244 2.184 -3.105  0.116
O 8.980 -4.466 3.697  -0.180
O -6.341 1.704 -3.836  -0.120
O -10.235 2.092 -1.273  -0.029
O -12.025 2.918 -0.209  0.116
O 1.584 0.237 -4.254  0.213
O -6.524 4.695 -0.779  -0.185
O 1.364 -0.919 3.168  -0.178
O 12.278 -2.268 1.374  -0.195
O -4.035 0.991 -4.286  -0.226
O 1.549 0.955 -2.123  0.109
O 5.377 -2.176 1.304  -0.190
O -2.895 0.178 -0.413  0.121
O -5.833 -0.626 -3.995  -0.295
N -6.343 0.815 0.256  -0.065
N 2.502 -2.904 1.023  -0.045
N 11.454 -5.083 1.874  -0.050
C 5.733 -3.252 2.149  -0.106
C -9.138 1.280 -0.788  -0.145
C -7.960 1.338 -1.755  -0.075
C -2.913 4.247 0.561  -0.179
C 8.989 -5.257 2.525  -0.238
C 9.411 -3.127 3.534  -0.104
C -3.745 3.588 -0.567  -0.179
C -2.049 1.081 -2.371  -0.346
C 12.401 -3.335 0.442  -0.218
C -0.138 -0.675 -2.883  -0.357
C 0.962 -1.022 1.814  -0.225
C -6.420 2.833 -2.950  -0.430
C -1.775 4.994 0.007  -0.143
C 13.299 -2.221 2.349  -0.118
C 4.744 -2.565 0.092  -0.215
C -0.868 5.651 -0.414  0.108
C -3.251 0.616 -1.463  -0.325
C -6.775 2.344 -1.524  -0.214
C -5.600 1.607 -0.762  -0.313
C 1.142 -2.409 1.210  -0.197
C -5.619 0.278 1.419  -0.311
C -7.346 3.546 -0.760  -0.154
C 10.322 -5.932 2.228  -0.200
C -4.668 2.543 0.048  -0.124
C 3.294 -2.135 0.072  -0.215
C 11.294 -4.348 0.626  -0.217
C -10.845 2.844 -0.331  -0.360
C 2.733 -0.635 3.379  -0.102
C -4.798 0.587 -1.756  -0.473
C -6.571 -0.649 2.178  -0.082
C -5.201 3.666 -3.250  -0.069
C 1.089 0.238 -3.178  -0.398
C -7.236 5.890 -1.046  -0.075
C -5.246 4.863 -3.830  0.087
C -1.526 -0.087 -3.283  -0.365
H -4.231 3.245 -3.031  0.087
H -3.009 3.145 -1.235  0.087
H 8.259 -6.052 2.700  0.123
H 1.099 1.807 -2.050  0.125
H -7.438 -0.068 2.515  0.072
H -4.734 -0.289 1.151  0.071
H -6.927 -1.459 1.542  0.066
H -9.515 0.256 -0.775  0.141
H 13.167 -1.298 2.912  0.088
H -4.002 1.932 0.657  0.100
H 8.617 -4.678 1.671  0.097
H 2.975 -2.901 1.918  0.071
H 10.610 -6.498 3.118  0.119
H 9.166 -2.741 2.541  0.089
H -0.109 -0.803 1.805  0.120
H 1.444 -0.242 1.212  0.109
H -7.548 3.291 0.290  0.133
H 12.319 -2.905 -0.560  0.121
H -8.936 1.550 0.250  0.106
H 5.268 -2.062 -0.726  0.122
H 4.854 -3.755 2.568  0.084
H -7.768 5.822 -2.000  0.090
H 4.831 -3.644 -0.065  0.123
H 6.323 -2.847 2.969  0.086
H 10.486 -3.019 3.705  0.073
H -6.122 5.498 -3.786  0.069
H 0.624 -3.122 1.857  0.120
H -10.161 3.438 0.302  0.142
H 3.331 -1.546 3.476  0.073
H 3.267 -1.056 0.277  0.108
H 3.147 -0.021 2.575  0.089
H -0.047 6.248 -0.743  0.025
H -2.499 3.474 1.218  0.124
H 11.318 -5.057 -0.207  0.124
H 10.339 -3.805 0.578  0.108
H -7.920 6.145 -0.231  0.095
H -8.316 3.802 -1.195  0.122
H 13.382 -3.813 0.524  0.122
H -4.242 4.396 -1.089  0.097
H -6.983 1.478 0.683  0.089
H -7.570 0.326 -1.866  0.097
H 6.342 -3.986 1.613  0.077
H 11.608 -4.420 2.623  0.071
H -5.305 1.047 2.137  0.114
H 0.633 -2.433 0.244  0.101
H -5.309 3.053 0.774  0.132
H -8.424 1.565 -2.717  0.136
H 14.290 -2.210 1.886  0.087
H -6.496 6.688 -1.128  0.098
H 13.245 -3.066 3.045  0.080
H 8.894 -2.523 4.280  0.087
H -4.373 5.205 -4.375  0.079
H 10.171 -6.661 1.425  0.118
H -6.087 -1.023 3.080  0.077
H -3.554 4.921 1.133  0.125
H 2.814 -0.084 4.316  0.086
H 2.890 -2.295 -0.933  0.122

Properties
- HOMO-LUMO gap: 7.6 eV
- Total charge: 0
- Highest occupied orbital energy: -8.56 eV
- Molecular weight: 972.806 g/mol
- Maximum force: 1.03 eV/A